Entry 1:
Here is 2 unconnected molecules or ions with the total composition C29H28N4O7 from the OMol25 dataset. Energies are from wB97M-V/def2-TZVPD.

Output
SMILES string	O=C(O)c1cccc(Nc2ccc([N+](=O)[O-])c3ccccc23)c1.CNC(=O)[C@H](Cc1ccc(O)cc1)NC(C)=O

XYZ file:
```
68
Properties=species:S:1:pos:R:3:forces:R:3:mulliken_charge:R:1
O 1.232 1.200 1.912 -0.442 -0.281 0.506 -0.72
O -6.217 4.208 -2.169 -0.360 -0.026 0.260 -0.72
O -7.619 0.112 -1.098 0.456 0.238 0.169 -0.68
O 10.081 -1.304 -0.252 -0.786 0.121 0.805 -0.53
O 9.501 -0.319 1.604 -0.312 -0.629 -1.028 -0.55
O -0.345 0.186 3.185 0.947 -0.348 -0.739 -0.46
O -0.547 3.218 2.616 -0.153 0.478 0.579 -0.65
C 0.669 0.179 2.288 0.309 1.137 -0.301 0.45
C -5.187 3.618 -2.460 -0.031 1.093 -0.238 0.89
C -7.125 1.138 -1.558 -0.582 -0.859 0.029 0.02
C 0.626 -3.451 1.228 0.387 0.415 -0.164 -1.06
C -2.917 3.537 2.535 -0.080 -0.547 -0.648 -0.88
C -1.813 2.083 0.918 -1.055 0.319 0.305 -0.11
C 0.238 -2.234 1.790 0.001 0.054 0.124 -0.54
C 1.863 -3.561 0.590 -0.741 0.057 0.401 -0.33
C 2.316 -1.249 1.054 -0.078 0.218 0.069 -0.42
C -4.161 3.241 1.947 1.253 -0.493 -0.421 -0.61
C -3.060 1.765 0.353 0.017 1.021 1.101 -0.42
C 6.986 -5.550 -0.536 -1.222 0.510 0.013 -0.93
C 8.313 -5.180 -0.353 0.598 1.171 0.393 -0.60
C 5.571 -1.011 0.493 -0.381 -0.659 -0.141 -0.43
C 6.894 -0.638 0.689 1.414 -0.530 0.073 -1.22
C -1.740 2.960 2.020 -0.726 -0.513 -0.808 0.02
C 1.078 -1.113 1.709 -0.170 -1.959 -0.020 -0.10
C 2.732 -2.469 0.504 -0.729 0.161 0.214 0.98
C -4.240 2.357 0.853 0.283 -0.166 -0.344 0.57
C 5.974 -4.609 -0.364 0.954 -0.987 -0.170 -0.70
C 8.625 -3.869 0.001 0.192 -1.386 -0.263 -0.85
C 5.230 -2.314 0.133 -0.512 1.441 -0.047 0.81
C 7.945 -1.543 0.500 -3.153 0.536 0.108 0.37
C 6.265 -3.267 -0.024 0.230 -0.404 -0.082 1.21
C 7.626 -2.885 0.157 0.643 -0.133 -0.202 0.55
N 3.918 -2.681 -0.207 0.797 -0.115 -0.212 -0.31
N -7.802 1.924 -2.401 0.323 0.695 -0.734 -0.05
N -4.906 2.369 -2.085 -0.117 -1.211 0.023 -0.07
N 9.255 -1.032 0.626 2.282 0.674 0.337 0.82
C -4.139 4.308 -3.301 -0.013 -0.046 0.054 -1.32
C -9.172 1.683 -2.849 0.334 -0.251 0.446 -0.98
C -5.612 2.044 0.267 -0.185 0.167 0.287 -1.16
C -5.672 1.494 -1.170 0.409 0.613 0.312 0.08
H -0.487 1.117 3.432 -0.069 0.081 -0.015 0.45
H 0.197 2.818 2.143 0.010 -0.258 -0.128 0.38
H -0.032 -4.313 1.294 0.123 0.142 -0.037 0.38
H -2.853 4.207 3.379 0.053 0.048 0.065 0.41
H -0.916 1.643 0.514 0.182 -0.033 -0.025 0.55
H -0.725 -2.162 2.291 0.207 0.069 -0.067 0.45
H 2.147 -4.517 0.162 0.081 0.040 0.011 0.33
H 2.924 -0.364 0.964 0.033 0.026 0.019 0.46
H -5.063 3.688 2.343 -0.012 0.045 -0.013 0.43
H -3.098 1.059 -0.462 0.001 -0.069 -0.106 0.40
H 6.739 -6.575 -0.798 -0.038 0.161 0.036 0.39
H 9.105 -5.913 -0.473 -0.077 0.155 0.045 0.39
H 4.841 -0.224 0.565 -0.199 -0.103 -0.029 0.48
H 7.111 0.398 0.944 0.089 -0.265 -0.037 0.42
H 4.957 -4.960 -0.490 0.079 0.084 0.099 0.21
H 9.671 -3.639 0.163 -0.178 0.228 -0.066 0.42
H 3.901 -3.526 -0.769 -0.179 0.348 0.353 0.20
H -7.367 2.805 -2.649 -0.233 -0.017 0.179 0.11
H -4.021 2.012 -2.401 -0.024 -0.070 0.025 0.32
H -4.509 5.291 -3.592 0.016 -0.171 0.064 0.35
H -3.231 4.424 -2.712 0.159 -0.008 -0.093 0.31
H -3.935 3.716 -4.191 0.182 0.010 -0.072 0.35
H -9.334 0.615 -3.003 0.056 0.132 0.074 0.33
H -9.357 2.212 -3.785 0.149 0.007 0.126 0.35
H -9.869 2.039 -2.089 -0.146 -0.069 -0.087 0.29
H -6.091 1.320 0.928 -0.204 -0.080 -0.120 0.60
H -6.212 2.955 0.303 -0.047 0.029 0.030 0.45
H -5.160 0.533 -1.155 -0.013 -0.037 -0.277 0.44
```
Positions in Å, forces in eV/Å.

Entry 2:
Here is a molecular structure, C24H44GeN6O6Se2SiY from the OMol25 dataset. Energies are from wB97M-V/def2-TZVPD.

Output
relative energy (zero: lowest compared OMol25 entry of this formula, charge and spin)	31.6	kcal per mole
total charge	-1

XYZ file:
```
85
Properties=species:S:1:pos:R:3:forces:R:3:mulliken_charge:R:1
Y 0.991 -1.279 0.685 0.661 -0.330 0.130 1.31
C -0.870 0.661 4.221 -1.130 1.799 -0.443 -0.94
C -0.030 1.835 3.909 0.250 1.086 -0.209 0.35
N 0.451 2.675 4.743 -0.600 -0.551 0.842 -0.45
O 0.083 2.353 6.128 0.342 0.323 -1.470 -0.48
C 0.424 2.059 2.510 0.220 0.148 1.468 0.36
C 1.090 3.333 2.107 0.718 -1.590 -1.299 -1.31
N 0.495 0.946 1.923 0.808 -1.129 -2.682 0.14
O 1.162 0.911 0.697 -0.741 0.560 1.115 -0.45
H -1.065 0.761 5.241 -0.190 -0.611 1.782 0.52
H -0.363 -0.214 3.942 0.320 -1.430 -0.319 0.09
H -1.861 0.792 3.752 0.541 -0.390 -0.346 0.23
H 0.798 2.846 6.524 0.096 0.147 0.618 0.36
H 0.727 3.660 1.144 -0.195 0.196 -0.330 0.31
H 2.153 3.079 1.939 -0.284 0.307 0.181 0.26
H 0.970 4.071 2.840 -0.094 1.004 0.958 0.41
O -1.088 -2.153 1.563 0.586 0.438 -0.036 -0.19
N -2.028 -2.427 0.792 -0.062 -0.173 -1.284 -0.81
N -1.780 -2.167 -0.462 -1.654 -0.538 0.802 1.11
O -0.702 -1.567 -0.887 0.479 -0.145 0.283 -0.50
C -2.869 -2.395 -1.388 0.879 0.802 0.660 -0.23
C -4.164 -2.260 -0.956 -1.984 -0.267 0.310 -0.03
C -5.209 -2.359 -1.900 0.182 0.386 -0.037 -0.68
C -4.909 -2.308 -3.267 0.626 -0.498 0.678 -0.43
C -3.578 -2.387 -3.688 -0.266 -0.372 1.679 -0.65
C -2.563 -2.521 -2.722 -0.122 0.840 -1.303 -0.18
H -4.405 -2.044 0.099 0.310 -0.398 -0.683 0.44
H -6.272 -2.414 -1.603 0.780 0.334 0.048 0.31
H -5.698 -2.231 -3.987 -0.323 -0.059 -0.284 0.44
H -3.370 -2.373 -4.728 0.390 0.022 -0.741 0.52
H -1.517 -2.473 -2.997 0.007 -0.259 -0.081 0.35
C -2.001 1.038 -4.700 1.646 2.231 -0.913 -0.56
Ge -2.672 2.354 -3.390 0.572 -0.455 -0.629 0.52
C -4.638 2.391 -3.573 0.302 0.582 -1.856 -1.26
C -1.711 4.067 -3.573 0.435 -0.536 -0.399 -1.07
C -2.022 1.616 -1.699 -0.411 0.180 0.064 0.06
Se -3.337 2.017 -0.306 0.179 -0.026 0.382 0.05
C -2.466 3.497 0.644 0.828 -0.165 -2.379 -0.43
H -2.185 1.352 -5.754 0.051 -0.391 0.677 0.35
H -2.430 0.122 -4.479 -1.069 -1.856 0.220 0.04
H -0.902 0.897 -4.563 -0.737 0.179 -0.099 0.01
H -5.039 3.014 -4.410 0.788 -0.399 0.187 0.36
H -5.043 2.877 -2.744 -0.732 0.350 1.677 0.47
H -5.080 1.413 -3.731 0.138 -0.288 0.324 0.34
H -1.901 4.557 -4.510 -0.480 0.355 -0.481 0.41
H -0.615 3.877 -3.628 -0.661 0.002 0.590 0.20
H -1.991 4.729 -2.763 0.243 0.194 0.204 0.35
H -1.038 2.005 -1.405 -0.288 -0.144 -0.048 0.15
H -1.957 0.532 -1.794 0.123 -0.027 0.223 -0.43
H -2.327 4.371 -0.014 -0.267 -0.328 0.192 0.27
H -1.484 3.190 0.965 0.020 -0.204 0.585 -0.33
H -3.177 3.710 1.376 -0.683 0.496 1.571 0.41
C 1.737 1.824 -4.368 0.729 0.801 -0.374 -0.97
N 1.624 0.707 -3.485 0.156 -0.017 -0.283 0.38
C 1.690 -0.587 -3.880 -0.288 -2.005 -0.024 -0.63
C 1.659 -1.356 -2.757 -0.621 0.303 0.810 -0.90
N 1.575 -0.497 -1.643 0.575 -1.392 -0.737 0.36
C 1.615 0.699 -2.129 -0.272 0.033 -0.766 -0.81
H 2.563 1.651 -5.070 0.048 0.112 0.298 0.35
H 1.977 2.697 -3.748 -0.182 -0.019 -0.399 0.29
H 0.874 2.018 -5.016 -0.173 -0.125 0.563 0.33
H 1.676 -0.982 -4.888 0.070 0.636 -0.052 0.40
H 1.584 -2.447 -2.639 0.233 0.838 -0.027 0.52
H 1.664 1.595 -1.586 -0.135 0.938 0.817 0.56
C 4.514 -3.625 -0.233 -0.829 -0.850 0.889 -1.22
C 3.294 -2.709 -0.047 -0.175 -2.037 -0.890 1.17
O 3.439 -1.638 0.538 -0.102 1.451 0.698 -0.57
O 2.163 -3.116 -0.484 0.099 0.417 0.541 -0.71
H 4.266 -4.487 -0.884 0.124 0.565 0.318 0.32
H 4.790 -4.035 0.788 -0.168 0.605 -1.153 0.23
H 5.316 -3.042 -0.649 0.497 0.127 -0.020 0.32
C 4.075 -3.922 5.305 -0.118 0.454 0.070 -0.96
Si 3.226 -2.357 4.618 0.756 0.388 -0.850 0.48
C 4.568 -1.214 3.796 -1.463 -1.294 -0.273 -1.00
C 2.747 -1.419 6.161 0.004 -0.023 0.669 -0.81
Se 1.457 -2.664 3.321 -0.241 -0.107 -0.196 -0.50
H 4.641 -3.432 6.131 0.090 -0.734 -0.377 0.23
H 4.732 -4.478 4.603 -0.381 0.371 0.540 0.28
H 3.316 -4.589 5.756 0.421 0.216 -0.263 0.25
H 5.396 -1.167 4.455 1.214 -0.043 0.484 0.43
H 4.151 -0.227 3.741 -0.355 0.638 -0.139 0.26
H 4.807 -1.542 2.777 0.153 0.073 0.338 0.14
H 3.657 -0.967 6.633 -0.822 -0.194 -0.222 0.28
H 2.215 -2.057 6.889 0.377 0.109 -0.144 0.28
H 2.008 -0.672 5.871 0.233 0.364 0.057 0.06
```
Positions in Å, forces in eV/Å.

LUMO energy list, top to bottom, in eV: -0.7 2.1